[1]
This record from OMol25 describes a cluster of 4 separate species, C26H50N2O8 in total in a non-equilibrium geometry. The level of theory is wB97M-V/def2-TZVPD.

As for the HOMO energy (alpha / beta): -9.074 / -9.074 eV. For the total energy, the calculation gives -1731.60635 a.u. The LUMO energy (alpha / beta) comes out at -2.77 / -7.24 eV. Its spin multiplicity is 2. The HOMO-LUMO gap (alpha / beta) comes out at 6.30 / 1.83 eV. As for the charge: +1.

Last column: Löwdin spin population.
Atoms and positions in Å:
C 15.096 -17.589 -12.884  0.00
C 14.445 -18.898 -12.325  0.00
C 14.664 -19.993 -13.270  0.00
O 15.377 -20.994 -12.410  0.00
C 15.799 -20.388 -11.273  0.00
O 16.501 -20.855 -10.373  0.00
O 15.127 -19.269 -11.169  0.00
H 16.162 -17.420 -12.730  0.00
H 14.652 -16.784 -12.298  0.00
H 14.833 -17.491 -13.937  0.00
H 13.370 -18.765 -12.204  0.00
H 15.336 -19.610 -14.038  0.00
H 13.787 -20.242 -13.867  0.00
C 17.617 -23.885 -10.589  0.00
C 16.779 -23.702 -9.355  0.00
C 15.315 -23.511 -9.734  0.00
O 14.707 -24.087 -8.693  0.00
C 15.466 -24.991 -8.113  0.00
O 15.149 -25.702 -7.168  0.00
O 16.709 -24.815 -8.482  0.00
H 18.624 -24.117 -10.243  0.00
H 17.549 -23.009 -11.234  0.00
H 17.114 -24.649 -11.181  0.00
H 17.229 -22.789 -8.966  0.00
H 15.062 -24.032 -10.658  0.00
H 15.014 -22.464 -9.699  0.00
C 16.337 -23.262 -2.324  0.00
C 17.045 -24.150 -3.415  0.00
C 17.170 -23.203 -4.585  0.00
C 18.335 -23.702 -5.491  0.00
C 19.614 -23.912 -4.665  0.00
C 19.502 -24.985 -3.595  0.00
N 18.335 -24.628 -2.745  0.00
O 18.053 -25.534 -1.693  0.00
C 19.540 -26.403 -4.314  0.00
C 20.750 -24.779 -2.636  0.00
C 16.246 -25.449 -3.835  0.00
H 17.025 -22.457 -2.064  0.00
H 16.246 -23.717 -1.337  0.00
H 15.346 -22.996 -2.691  0.00
H 16.230 -23.277 -5.131  0.00
H 17.288 -22.154 -4.311  0.00
H 18.360 -23.014 -6.335  0.00
H 17.970 -24.584 -6.018  0.00
H 19.983 -22.957 -4.291  0.00
H 20.338 -24.247 -5.407  0.00
H 19.410 -27.064 -3.457  0.00
H 18.715 -26.561 -5.008  0.00
H 20.422 -26.752 -4.852  0.00
H 21.703 -24.916 -3.148  0.00
H 20.801 -23.822 -2.118  0.00
H 20.982 -25.539 -1.890  0.00
H 15.202 -25.297 -4.108  0.00
H 16.079 -26.199 -3.062  0.00
H 16.588 -25.929 -4.752  0.00
H 18.134 -26.401 -2.096  0.00
C 20.983 -18.919 -16.475  0.04
C 19.932 -19.897 -15.856  0.05
C 20.337 -21.419 -16.310  0.00
C 21.589 -21.912 -15.478  0.00
C 21.182 -21.987 -13.999  0.00
C 20.717 -20.552 -13.479  0.05
N 19.788 -19.817 -14.416  0.65
O 19.413 -18.544 -14.083  0.07
C 19.932 -20.765 -12.217  0.01
C 22.013 -19.670 -13.300  0.06
C 18.534 -19.671 -16.486  0.03
H 21.832 -18.623 -15.859  0.00
H 20.491 -18.114 -17.021  0.00
H 21.634 -19.405 -17.200  0.00
H 19.544 -22.158 -16.198  0.00
H 20.536 -21.442 -17.381  0.00
H 22.403 -21.204 -15.638  0.00
H 21.825 -22.831 -16.015  0.00
H 21.970 -22.423 -13.385  0.00
H 20.327 -22.664 -13.998  0.00
H 20.531 -21.177 -11.405  0.00
H 19.349 -19.895 -11.914  0.00
H 19.071 -21.435 -12.227  0.00
H 22.760 -19.705 -14.093  0.00
H 21.747 -18.628 -13.123  0.00
H 22.472 -20.213 -12.474  0.01
H 18.061 -18.714 -16.265  0.00
H 17.923 -20.402 -15.956  0.00
H 18.790 -19.901 -17.520  0.00
H 20.224 -18.094 -14.333  0.02

---

[2]
This record from OMol25 describes a cluster of 2 separate species, C5H9NO in total in a non-equilibrium geometry. The level of theory is wB97M-V/def2-TZVPD.

As for the HOMO energy: -8.197 eV. For the total energy, the calculation gives -325.89437 a.u. The LUMO energy comes out at 0.92 eV. Its spin multiplicity is 1. The calculation puts the energy above the lowest of the compared OMol25 structures with the same formula, charge and spin at 27.10 kcal per mole. The structure (SMILES) is Cc1ccc[nH]1.O. The HOMO-LUMO gap comes out at 9.12 eV.

Last column: Mulliken charge in e.
Atoms and positions in Å:
C -0.287 1.156 -1.278  -0.53
C 0.431 1.940 -0.412  -0.38
N 0.439 1.332 0.809  -0.09
C -0.229 0.102 0.749  0.53
C -0.664 0.011 -0.556  -0.82
C -0.403 -0.820 1.889  -1.14
H -0.739 1.558 -2.173  0.34
H 0.743 2.971 -0.444  0.40
H 0.475 1.779 1.698  0.26
H -1.422 -0.711 -0.832  0.47
H 0.376 -1.585 1.852  0.27
H -0.279 -0.330 2.858  0.37
H -1.392 -1.277 1.883  0.30
H 0.632 -1.779 -0.895  0.34
H 1.030 -2.669 -2.033  0.32
O 0.502 -2.687 -1.221  -0.66

---

[3]
This record from OMol25 describes a structure of composition C3H3O2S2 in a non-equilibrium geometry. The level of theory is wB97M-V/def2-TZVPD.

As for the HOMO energy: -3.631 eV. For the total energy, the calculation gives -1062.90360 a.u. The LUMO energy comes out at 3.14 eV. Its spin multiplicity is 1. The calculation puts the energy above the lowest of the compared OMol25 structures with the same formula, charge and spin at 89.10 kcal per mole. The HOMO-LUMO gap comes out at 6.77 eV. As for the charge: -1.

Last column: Mulliken charge in e.
Atoms and positions in Å:
C 0.214 0.110 0.073  0.10
C -1.092 0.811 -2.327  0.66
C 0.609 -0.291 1.240  -0.51
O -1.595 -0.230 -2.128  -0.52
O -1.114 1.940 -2.678  -0.50
S 1.011 0.550 -1.376  -0.43
S -0.154 -0.890 2.695  -0.20
H -0.885 -0.224 -0.159  0.22
H 2.319 0.024 1.843  0.09
H 0.686 -1.800 2.818  0.09

---

[4]
This record from OMol25 describes a structure of composition C57H64ClF3IN2O16S3. The level of theory is wB97M-V/def2-TZVPD.

As for the HOMO energy: -10.533 eV. For the total energy, the calculation gives -5775.29136 a.u. The LUMO energy comes out at -5.15 eV. Its spin multiplicity is 1. The HOMO-LUMO gap comes out at 5.38 eV. As for the charge: +1.

Last column: Mulliken charge in e.
Atoms and positions in Å:
C 0.659 -5.634 2.246  -1.57
C 0.988 -4.213 2.716  -1.35
C 1.630 -3.188 1.737  1.94
C 2.867 -3.863 1.115  -1.97
C 3.884 -4.379 2.154  -1.04
C 5.340 -4.052 1.830  0.02
S 5.876 -4.351 0.122  -0.23
C 2.093 -1.953 2.610  1.51
F 2.203 -2.327 3.957  -0.59
C 3.381 -1.198 2.256  -0.64
C 4.316 -0.934 3.440  -0.15
C 5.530 -0.170 2.927  1.52
C 6.603 0.131 4.019  -1.06
N 6.361 -0.291 5.390  -0.61
C 0.841 -1.050 2.650  -0.18
C 1.026 0.423 2.952  1.76
C -0.084 1.093 3.766  -1.01
C -0.187 0.584 5.217  -0.91
C 0.392 1.545 6.259  -1.10
S 2.130 1.303 6.590  1.13
O 2.435 1.824 7.881  -0.61
O 2.510 -0.028 6.223  -0.47
Cl 2.970 2.534 5.191  -0.17
N -0.081 -1.423 1.472  -0.17
C -0.533 -0.230 0.659  -1.84
I -1.969 -1.985 2.414  0.47
C 0.603 -2.600 0.682  1.19
C -0.485 -3.537 0.118  -2.03
C -0.347 -4.531 -1.058  -0.08
C 0.704 -5.614 -1.119  -1.58
F -0.331 -3.838 -2.273  -0.31
S 1.414 -1.751 -0.783  0.84
O 0.422 -1.374 -1.721  -0.51
O 2.381 -0.819 -0.324  -0.04
F 2.164 -2.963 -1.399  -0.22
H -0.300 -5.736 1.740  0.41
H 0.592 -6.268 3.133  0.51
H 1.435 -6.071 1.619  0.21
H 1.675 -4.318 3.548  0.78
H 0.084 -3.799 3.175  0.11
H 3.395 -3.168 0.470  1.23
H 2.567 -4.688 0.471  0.72
H 3.798 -5.467 2.231  0.48
H 3.687 -3.992 3.155  0.28
H 5.585 -3.015 2.063  -0.46
H 5.975 -4.660 2.475  0.69
H 4.886 -5.187 -0.215  0.10
H 3.973 -1.713 1.504  0.78
H 3.136 -0.233 1.822  -0.28
H 4.657 -1.875 3.876  0.66
H 3.827 -0.322 4.197  -0.82
H 5.996 -0.734 2.111  -0.76
H 5.171 0.784 2.532  -0.49
H 7.545 -0.334 3.719  0.37
H 6.790 1.206 4.051  0.39
H 5.573 0.168 5.823  0.26
H 6.276 -1.291 5.495  0.30
H 0.339 -1.480 3.516  0.27
H 1.284 1.009 2.066  -0.44
H 1.930 0.452 3.566  -1.08
H -1.060 1.015 3.281  0.25
H 0.153 2.161 3.794  0.82
H 0.288 -0.391 5.343  0.33
H -1.237 0.447 5.484  0.52
H 0.250 2.592 5.995  0.45
H -0.053 1.363 7.240  0.40
H -1.196 0.383 1.260  0.55
H 0.306 0.371 0.332  0.82
H -1.120 -0.592 -0.178  0.30
H -1.301 -2.887 -0.208  -0.12
H -0.882 -4.114 0.949  0.99
H -1.315 -5.048 -1.037  0.48
H 1.716 -5.243 -1.259  0.29
H 0.471 -6.207 -2.007  0.54
H 0.627 -6.297 -0.276  0.36
C 3.528 3.614 -1.664  -0.59
C 3.196 2.774 -0.687  -0.21
C 3.946 2.757 0.591  0.22
O 3.647 1.985 1.481  -0.12
C 5.081 3.699 0.745  -0.56
C 5.413 4.540 -0.230  -0.50
C 4.660 4.568 -1.513  0.13
O 4.956 5.333 -2.401  -0.55
H 3.002 3.648 -2.610  0.53
H 2.378 2.067 -0.774  0.60
H 5.612 3.658 1.688  0.48
H 6.235 5.239 -0.146  0.47
C -1.377 5.245 1.279  -0.50
C -0.855 4.024 1.215  -0.19
C -0.102 3.574 0.022  0.16
O 0.376 2.454 -0.035  -0.03
C 0.054 4.527 -1.100  -0.36
C -0.466 5.750 -1.041  -0.49
C -1.224 6.208 0.154  0.22
O -1.697 7.318 0.214  -0.52
H -1.933 5.602 2.137  0.46
H -0.951 3.307 2.021  0.34
H 0.608 4.169 -1.958  0.47
H -0.367 6.467 -1.846  0.46
C -5.084 -2.165 -2.449  -0.34
C -5.595 -2.432 -3.647  -0.43
C -4.718 -2.590 -4.838  0.15
O -5.185 -2.819 -5.931  -0.55
C -3.251 -2.446 -4.642  -0.64
C -2.748 -2.178 -3.440  -0.15
C -3.629 -2.021 -2.259  0.41
O -3.155 -1.785 -1.157  -0.41
H -5.706 -2.041 -1.571  0.47
H -6.655 -2.549 -3.812  0.50
H -2.633 -2.569 -5.522  0.48
H -1.688 -2.064 -3.255  0.46
C -7.754 0.272 -5.448  -0.19
C -8.274 1.042 -6.399  -0.55
C -9.619 1.654 -6.239  0.47
O -10.097 2.352 -7.106  -0.57
C -10.355 1.372 -4.983  -0.31
C -9.835 0.603 -4.032  -0.43
C -8.494 -0.005 -4.191  0.50
O -8.014 -0.709 -3.323  -0.53
H -6.778 -0.188 -5.547  0.35
H -7.757 1.259 -7.325  0.44
H -11.330 1.831 -4.894  0.39
H -10.351 0.387 -3.106  0.43
C -11.928 4.925 -5.727  -0.09
C -12.906 5.772 -6.040  -0.46
C -13.314 6.857 -5.111  0.31
O -14.204 7.627 -5.392  -0.53
C -12.588 6.962 -3.817  -0.35
C -11.611 6.116 -3.504  -0.45
C -11.207 5.033 -4.434  0.44
O -10.314 4.260 -4.149  -0.52
H -11.606 4.129 -6.388  0.41
H -13.447 5.719 -6.976  0.43
H -12.903 7.762 -3.159  0.41
H -11.067 6.171 -2.570  0.41
C 7.682 -0.975 -0.536  0.20
C 8.187 -0.332 -1.585  -0.50
C 9.619 -0.475 -1.959  0.23
O 10.076 0.111 -2.913  -0.54
C 10.462 -1.365 -1.118  -0.47
C 9.955 -2.007 -0.069  -0.45
C 8.528 -1.861 0.303  0.29
O 8.060 -2.448 1.257  -0.51
H 6.643 -0.892 -0.242  0.36
H 7.594 0.319 -2.215  0.50
H 11.499 -1.453 -1.413  0.42
H 10.548 -2.660 0.559  0.44